# 1
ORCA calculation (ωB97M-V/def2-TZVPD) on a molecular structure, C7H17InO8SSe2Te2 in a non-equilibrium geometry.

Output
- HOMO (eV) = -7.92
- energy above the lowest of the compared OMol25 structures with the same formula, charge and spin (kcal per mole) = 13.0
- strongest force on any atom (eV/Å) = 3.020
- E_LUMO (eV) = -0.561

Each line ends with the natural charge from an NBO analysis.
Element x y z (Å)
Te -2.68 1.89 3.41  1.09
Te -4.23 1.04 1.33  0.07
In -0.55 0.94 0.38  1.71
Se -2.62 -0.58 0.34  -0.55
Se -1.32 0.16 4.28  -0.55
S 0.11 3.28 -1.25  2.36
O -1.41 2.94 2.33  -0.59
O 0.57 0.01 -1.43  -0.57
O 0.31 3.61 -2.64  -0.95
O -1.09 2.45 -1.01  -1.06
O -0.20 -2.75 -0.13  -0.56
O 1.21 2.58 -0.47  -1.00
O -0.24 2.12 2.03  -0.65
O 0.91 -0.56 1.21  -0.60
C -0.26 4.89 -0.42  -0.83
C 1.69 -0.76 -1.14  -0.10
C -0.93 -3.96 -0.50  -0.24
C 2.06 -0.44 0.33  -0.12
C 0.64 -2.99 0.93  -0.11
C 0.54 -1.82 1.88  -0.09
C 0.05 -0.35 -2.69  -0.26
H -0.48 4.58 0.62  0.26
H 1.27 -1.90 2.72  0.20
H -0.72 0.42 -2.87  0.23
H 2.34 0.66 0.33  0.25
H -1.11 5.23 -0.98  0.24
H -1.46 -4.32 0.34  0.19
H -0.32 -4.71 -0.88  0.17
H 0.40 -3.88 1.53  0.19
H -0.35 -1.34 -2.63  0.19
H 1.63 -3.22 0.59  0.18
H 1.35 -1.82 -1.34  0.20
H 0.65 5.45 -0.54  0.24
H 0.86 -0.12 -3.38  0.19
H -0.46 -1.52 2.27  0.26
H -1.58 -3.66 -1.33  0.20
H 2.51 -0.45 -1.77  0.19
H 2.91 -1.12 0.55  0.20

# 2
ORCA calculation (ωB97M-V/def2-TZVPD) on a gas-phase ion, C7H17N (charge -1) in a non-equilibrium geometry.

Output
- HOMO (spin up / spin down) (eV) = 1.46 / -4.79
- energy above the lowest of the compared OMol25 structures with the same formula, charge and spin (kcal per mole) = 56.6
- strongest force on any atom (eV/Å) = 4.238
- E_LUMO (spin up / spin down) (eV) = 3.929 / 3.881
- spin multiplicity = 2
- total charge = -1

Each line ends with the natural charge from an NBO analysis.
Element x y z (Å)
N 0.54 0.04 -0.25  -0.49
C -0.64 0.41 0.59  -0.37
C -1.11 -1.83 -1.08  -1.06
C 1.54 -0.82 0.39  -0.51
C 0.57 1.23 2.71  -0.66
C 0.06 -0.63 -1.47  -0.04
C -0.59 0.23 -2.55  -0.69
C -0.30 1.61 1.47  -0.42
H -1.47 0.55 -0.02  0.20
H 2.52 -0.65 0.09  0.18
H 1.70 -0.73 1.44  0.20
H 0.95 -1.09 -2.06  0.17
H -0.34 1.22 -2.52  0.20
H -0.89 -0.48 1.26  0.17
H 0.60 2.05 3.37  0.19
H -1.38 -2.48 -1.87  0.21
H -0.55 -2.51 -0.44  0.19
H -0.01 2.48 0.98  0.20
H -0.15 -0.28 -3.44  0.20
H 1.56 1.00 2.45  0.19
H 1.37 -1.85 -0.02  0.18
H 0.09 0.48 3.24  0.20
H -1.38 1.99 1.86  0.17
H -1.90 -1.24 -0.51  0.19
H -1.63 0.13 -2.45  0.20

# 3
ORCA calculation (ωB97M-V/def2-TZVPD) on a single C7H17N molecule in a non-equilibrium geometry.

Output
- HOMO (eV) = -8.99
- energy above the lowest of the compared OMol25 structures with the same formula, charge and spin (kcal per mole) = 33.1
- strongest force on any atom (eV/Å) = 3.200
- structure (SMILES) = CCCCNCCC
- E_LUMO (eV) = 1.155

Each line ends with the natural charge from an NBO analysis.
Element x y z (Å)
N 0.70 0.01 -0.67  -0.62
C -2.13 -2.34 0.50  -0.40
C 0.64 1.41 -0.21  -0.22
C 1.43 2.31 -1.16  -0.40
C 0.04 -0.87 0.33  -0.23
C -1.11 -1.63 -0.39  -0.40
C 2.95 2.35 -0.84  -0.64
C -2.65 -1.55 1.69  -0.61
H -0.42 1.66 -0.24  0.19
H 1.15 1.62 0.73  0.17
H -3.21 -2.21 2.36  0.21
H 1.32 1.96 -2.19  0.21
H 1.09 3.35 -1.11  0.20
H 3.29 1.31 -0.75  0.20
H -3.32 -0.72 1.46  0.20
H 0.81 -1.48 0.82  0.18
H -0.33 -0.29 1.18  0.18
H -2.98 -2.65 -0.11  0.20
H 3.43 2.42 -1.83  0.22
H 3.27 3.13 -0.17  0.22
H -1.65 -0.83 -0.90  0.20
H -1.64 -3.25 0.86  0.19
H -0.53 -2.36 -0.95  0.21
H 1.69 -0.22 -0.70  0.35
H -1.84 -1.14 2.29  0.20

# 4
ORCA calculation (ωB97M-V/def2-TZVPD) on a gas-phase ion, C7H17N (charge +1) in a non-equilibrium geometry.

Output
- HOMO (spin up / spin down) (eV) = -15.63 / -15.65
- energy above the lowest of the compared OMol25 structures with the same formula, charge and spin (kcal per mole) = 4.0
- strongest force on any atom (eV/Å) = 3.114
- E_LUMO (spin up / spin down) (eV) = -2.868 / -7.579
- spin multiplicity = 2
- total charge = +1

Each line ends with the natural charge from an NBO analysis.
Element x y z (Å)
N -0.97 0.38 0.16  -0.08
C -0.63 2.78 0.82  -0.63
C 0.04 -1.30 -1.29  -0.25
C 0.85 -1.27 -2.59  -0.62
C 0.52 -2.44 -0.41  -0.63
C -0.95 1.36 1.30  -0.09
C -0.08 0.82 2.44  -0.61
C 0.24 0.02 -0.52  -0.30
H 0.00 1.57 3.22  0.26
H -0.01 3.28 1.56  0.24
H -0.98 -1.53 -1.63  0.23
H 0.59 -0.45 -3.25  0.22
H -2.01 1.36 1.57  0.23
H 0.79 -2.21 -3.15  0.24
H 1.94 -1.17 -2.49  0.22
H -1.56 3.33 0.72  0.25
H 0.95 0.70 2.09  0.22
H -0.43 -0.12 2.85  0.24
H 0.51 0.87 -1.17  0.27
H 1.10 -0.10 0.14  0.28
H -0.12 2.84 -0.14  0.23
H 1.60 -2.52 -0.34  0.23
H 0.23 -3.40 -0.85  0.24
H 0.03 -2.46 0.57  0.20
H -1.65 -0.36 0.39  0.41

Look up the strongest force on any atom of the fourth one.
3.114 eV/Å